49
Properties=species:S:1:pos:R:3:forces:R:3 method="wB97M-V/def2-TZVPD" total_charge=0 e_tot_ha=-1563.864069
O -2.553 2.469 -0.395 -0.1 0.0 -0.7
C -1.897 2.544 0.625 -0.2 -0.5 0.7
N -1.094 1.596 1.135 0.2 -0.7 -0.7
C -0.431 1.758 2.392 -2.6 -3.1 1.8
C -1.276 1.482 3.621 -0.5 -0.3 -0.8
S -1.580 -0.288 3.844 -0.4 -0.6 0.0
H -1.994 3.395 1.312 0.1 0.3 0.0
H -0.839 0.780 0.580 -0.5 0.4 0.0
H 0.115 2.705 2.450 -4.6 -2.2 1.2
H 0.464 1.129 2.451 -1.3 -0.5 -0.4
H -2.239 1.978 3.511 -0.1 0.0 0.0
H -0.827 1.896 4.499 0.4 0.1 0.6
H -1.118 -0.458 5.083 0.1 0.1 0.1
H 1.297 2.827 -1.234 0.0 0.1 -0.1
H 2.086 1.612 -0.758 -0.5 0.2 -0.3
O 1.634 2.428 -0.429 0.4 -0.1 0.4
H 2.045 -2.108 2.772 -0.1 0.4 0.1
H 1.462 -0.823 2.108 0.2 -0.5 0.6
O 1.279 -1.762 2.300 0.0 -0.3 -0.5
H 2.765 -2.804 -2.031 0.1 0.1 -0.4
H 2.471 -2.758 -0.574 -0.2 0.5 -0.4
O 2.807 -2.176 -1.307 0.3 -0.7 0.6
H 1.211 3.341 1.253 -0.5 -0.3 -0.4
H 1.867 3.411 2.551 1.8 0.8 1.3
O 0.998 3.336 2.210 6.9 6.6 -2.8
H -2.794 -0.737 -0.750 0.1 -0.2 -0.1
H -2.030 -2.093 -0.937 -0.4 0.3 -0.1
O -2.830 -1.592 -1.199 0.4 -0.1 0.5
H 1.319 -2.984 0.916 -0.5 -0.4 0.1
H 0.434 -3.298 -0.302 0.5 -0.2 0.1
O 1.179 -3.665 0.221 0.0 0.5 0.3
H -2.333 -2.104 -4.354 0.2 0.8 -0.6
H -2.636 -2.217 -2.819 -0.2 -0.3 -1.2
O -2.608 -2.708 -3.688 -0.3 -0.5 1.4
H -0.052 -0.608 -4.412 0.1 -0.2 0.3
H -0.626 -0.199 -3.056 0.1 -0.5 -0.1
O 0.081 -0.762 -3.463 -0.5 0.5 -0.6
H 1.499 0.174 -2.710 0.0 -0.2 0.2
H 2.331 -0.646 -1.676 -0.1 0.6 -0.4
O 2.138 0.283 -1.991 0.4 -0.2 0.4
H -1.276 1.732 -2.681 0.6 1.1 0.1
H -2.633 1.218 -2.351 -0.8 0.1 0.6
O -1.777 0.937 -2.645 0.3 -1.0 -0.6
H 2.645 0.809 1.560 0.5 -0.2 -0.6
H 1.909 1.486 2.629 0.6 -0.8 0.3
O 2.429 0.670 2.482 0.1 1.1 0.0
H -0.273 -3.865 -2.173 -0.2 0.1 -0.2
H -0.346 -2.388 -2.680 0.1 0.0 -0.1
O -0.405 -2.953 -1.894 0.1 -0.3 0.5



47
Properties=species:S:1:pos:R:3:forces:R:3 method="wB97M-V/def2-TZVPD" total_charge=-1 e_tot_ha=-1111.079271
C -38.545 7.262 2.565 -2.6 0.0 -0.8
C -38.339 7.911 1.214 3.4 -0.9 2.7
C -38.243 9.350 1.436 -1.2 2.2 -0.4
O -36.975 7.565 0.874 -1.0 -0.7 -0.9
H -38.614 6.220 2.350 0.1 -0.9 0.6
H -39.516 7.566 2.990 -0.1 -0.2 -0.1
H -37.846 7.525 3.294 1.4 0.1 0.8
H -39.169 7.503 0.638 0.2 0.4 -1.1
H -39.189 9.637 1.844 -1.0 0.9 0.1
H -38.085 9.896 0.505 0.1 0.2 0.1
H -37.529 9.701 2.209 -0.1 -0.9 -0.6
O -37.979 3.737 2.484 -0.6 -1.3 -0.9
H -38.101 4.350 1.753 0.2 -0.3 -0.7
H -37.792 4.320 3.192 0.3 0.7 1.7
O -35.908 8.205 4.754 1.1 -0.1 1.4
H -36.754 8.607 4.608 -0.8 0.3 0.0
H -35.660 7.658 4.024 0.2 -0.5 -0.8
O -34.880 7.174 -0.921 0.1 1.3 -1.4
H -35.616 7.447 -0.364 -0.4 -0.2 0.5
H -34.431 6.447 -0.554 0.5 -1.3 0.9
O -37.550 8.355 -1.736 1.1 0.7 1.5
H -37.604 8.112 -0.776 0.6 -0.1 -0.6
H -38.292 7.978 -2.136 -1.7 -0.9 -1.1
O -37.449 5.189 4.719 -2.7 -1.0 0.9
H -36.695 5.634 4.453 2.7 1.6 -0.9
H -37.158 4.543 5.351 0.2 -0.4 0.4
O -36.037 11.170 3.687 0.3 0.1 -0.4
H -35.639 10.489 3.107 0.1 -0.6 0.3
H -35.332 11.819 3.712 -0.1 0.4 0.3
O -35.573 10.138 -1.278 0.8 -0.3 -0.5
H -36.252 9.489 -1.555 0.2 0.6 0.3
H -35.929 10.751 -0.642 -0.8 0.0 0.2
O -36.577 12.010 0.914 -1.6 0.3 -0.4
H -35.679 12.182 0.719 1.5 0.2 0.0
H -36.620 11.313 1.569 0.2 0.0 0.3
O -35.042 9.090 2.092 1.6 0.6 -1.0
H -35.831 8.617 1.747 -0.1 -0.4 -0.7
H -34.397 9.143 1.325 -1.4 -0.1 1.1
O -37.507 5.045 0.203 -1.4 -0.3 -0.6
H -36.625 4.730 0.195 1.3 -0.8 0.0
H -37.357 5.986 0.361 0.2 1.2 0.2
O -35.433 6.089 2.844 0.3 -0.5 0.5
H -34.610 6.397 2.454 -0.2 0.2 -0.1
H -36.152 6.470 2.320 -0.1 0.3 -0.8
O -38.108 9.764 4.781 0.4 0.5 1.1
H -37.504 10.451 4.436 -0.3 -0.2 0.0
H -38.675 9.464 4.091 -0.6 -0.1 -0.9



51
Properties=species:S:1:pos:R:3:forces:R:3 method="wB97M-V/def2-TZVPD" total_charge=+1 e_tot_ha=-1221.559039
O -0.351 2.109 2.396 -1.0 0.1 0.1
C -0.811 2.048 1.267 1.2 -0.7 -1.1
N -1.929 2.557 0.781 -0.6 0.9 2.0
C 0.105 1.414 0.228 -1.1 0.9 -1.4
N 0.773 0.219 0.736 -0.2 0.0 -1.6
C 1.738 -0.278 -0.243 1.3 -2.1 -0.5
H -2.532 3.065 1.412 0.1 0.0 0.1
H -2.245 2.442 -0.149 0.1 -0.3 -1.1
H -0.361 1.157 -0.731 -0.3 -0.3 0.6
H 0.716 2.250 -0.138 0.9 -0.5 0.7
H 0.034 -0.498 0.849 0.0 0.2 0.2
H 1.226 0.357 1.612 0.5 0.2 0.9
H 1.289 -0.864 -1.046 -0.7 0.9 -0.1
H 2.354 -1.084 0.167 0.0 0.6 0.7
H 2.384 0.497 -0.624 -0.1 0.3 0.0
H 1.135 1.448 3.459 0.0 0.1 0.1
H 0.339 2.264 4.382 0.2 0.1 0.2
O 1.175 1.782 4.360 0.3 -0.3 0.4
H -1.105 -3.473 -3.103 0.0 -0.1 -0.2
H -0.502 -2.054 -2.941 0.0 0.6 0.1
O -0.471 -2.958 -2.598 -0.1 -1.0 0.2
H -1.552 -1.187 1.806 0.1 -0.5 1.0
H -1.535 -2.149 0.514 -0.1 0.1 0.8
O -1.688 -1.239 0.874 -0.1 0.6 -1.8
H 1.181 -3.859 1.548 0.2 -0.7 0.9
H 0.697 -3.201 0.364 0.4 0.2 0.1
O 1.478 -3.188 0.949 -0.2 0.5 -0.6
H 0.028 3.579 -2.181 -0.9 0.6 -0.2
H 0.913 2.549 -2.577 0.2 -0.7 -0.9
O 0.028 2.862 -2.823 0.8 0.3 0.8
H 3.332 1.192 2.545 0.2 0.3 0.4
H 3.293 -0.285 2.961 0.2 0.3 -0.1
O 3.342 0.302 2.192 -0.5 -0.4 0.0
H 0.987 -1.652 3.183 0.3 -0.6 -0.9
H -0.076 -0.970 3.806 -1.0 0.8 0.7
O 0.128 -1.289 2.934 0.7 -0.2 0.6
H -2.896 -0.440 -0.170 -0.6 -0.1 0.2
H -4.091 -0.761 -1.097 -0.5 -0.9 -0.5
O -3.725 -0.077 -0.563 0.8 0.8 0.5
H -2.347 1.996 -2.582 0.5 0.1 0.4
H -2.898 1.084 -1.475 0.1 -0.2 0.2
O -2.081 1.571 -1.747 -1.2 -0.1 -1.2
H 0.186 -0.018 -3.584 -0.2 0.0 0.2
H -1.067 0.174 -2.678 1.1 -0.5 0.0
O -0.278 -0.422 -2.835 -0.8 1.1 -0.4
H -0.730 -3.360 -1.016 -0.5 -0.3 0.3
H -1.274 -4.498 -0.050 -0.1 -0.2 0.0
O -1.028 -3.572 -0.077 0.3 0.2 -0.8
H 2.661 0.749 -2.909 0.0 0.1 0.0
H 3.479 2.009 -2.630 -0.1 0.1 -0.1
O 2.573 1.698 -2.760 0.3 -0.2 0.1



54
Properties=species:S:1:pos:R:3:forces:R:3 method="wB97M-V/def2-TZVPD" total_charge=0 e_tot_ha=-2113.668732
N 0.139 -0.140 -2.980 1.8 1.8 3.0
C 0.861 -0.924 -1.823 -4.3 -2.0 -2.3
C 0.476 -0.595 -0.448 -3.3 -0.8 1.1
O -1.655 -1.775 1.309 2.2 -0.4 1.3
O 0.975 -0.998 0.572 0.6 0.7 -0.2
C 2.206 -1.529 -1.957 2.2 -0.2 1.2
S 2.348 -2.539 -3.428 -0.5 1.2 -1.0
S 2.233 -0.817 -4.689 2.2 -1.0 -0.5
H -0.856 0.014 -2.681 1.5 -0.4 -0.1
H 0.584 0.847 -2.873 -1.1 -1.9 -0.8
H 0.056 -1.894 -1.893 2.3 1.9 0.4
H -2.607 -1.905 1.283 -0.9 0.1 1.1
H 2.466 -2.081 -1.008 -0.9 -0.2 -1.0
H 3.118 -0.898 -1.928 -0.9 0.6 -0.5
H 0.986 -0.652 -5.081 -0.7 -0.5 0.2
H -0.320 -4.925 0.264 -0.3 -0.1 0.5
H -0.552 -3.336 0.308 0.3 -1.2 -0.1
O -0.134 -4.096 -0.165 -0.1 1.4 -0.5
H 0.789 0.849 1.826 -0.7 -1.2 -0.3
H 2.271 0.977 2.112 -0.3 0.2 -0.2
O 1.474 1.497 1.870 1.0 0.8 0.2
H 1.858 3.650 -0.224 0.9 -1.2 0.0
H 2.742 2.297 -0.407 -0.2 0.4 0.7
O 2.302 3.030 -0.844 0.2 0.9 0.4
H 3.156 -3.358 0.968 -0.3 0.1 0.4
H 1.856 -3.545 0.232 -0.7 -0.3 -0.2
O 2.196 -3.270 1.083 1.2 -0.4 0.3
H 3.225 -0.582 0.807 0.3 0.0 0.3
H 2.408 -1.094 1.887 -0.7 -0.8 0.3
O 3.260 -0.692 1.770 1.0 0.8 -0.3
H 0.029 2.598 -1.779 1.6 1.5 -1.6
H 0.816 3.763 -2.548 1.3 6.3 0.6
O 0.623 2.916 -2.534 -3.8 -7.8 -0.1
H -3.688 1.165 -0.909 -3.1 -0.5 2.3
H -3.540 1.635 0.404 -1.8 -0.3 0.5
O -4.336 1.206 -0.044 4.9 0.8 -2.7
H 0.368 2.401 2.747 0.8 -1.1 0.6
H -0.745 2.841 3.938 0.3 -1.1 0.5
O -0.229 3.014 3.165 -0.7 2.4 0.2
H -1.410 3.772 2.011 0.8 -0.5 0.4
H -0.993 2.842 0.824 0.6 -0.4 0.4
O -1.559 3.550 1.097 -1.8 0.8 -1.8
H -1.354 -0.761 0.222 0.6 0.0 0.7
H -4.930 -1.345 0.822 2.9 0.1 3.4
O -0.843 -0.194 -0.403 0.8 1.5 -1.3
H -4.133 -0.572 2.088 -0.5 -0.7 -0.9
H -1.207 -1.564 2.196 -1.5 -0.3 -2.2
O -4.217 -1.444 1.639 -2.7 0.5 -2.5
H -1.399 2.236 -3.481 4.0 5.5 -2.5
H -2.536 1.900 -2.586 -2.9 2.1 2.4
O -1.903 1.619 -3.147 -1.6 -7.1 -0.1
H -0.742 -1.582 3.910 0.4 0.2 0.3
H 0.204 -0.681 4.705 -0.2 0.0 -0.7
O -0.136 -0.830 3.801 -0.2 -0.2 0.6



54
Properties=species:S:1:pos:R:3:forces:R:3 method="wB97M-V/def2-TZVPD" total_charge=0 e_tot_ha=-1264.423358
O -2.950 -0.331 -1.182 -0.8 -0.7 0.4
H -2.705 -0.852 -1.969 -0.1 0.4 -0.2
H -2.092 0.165 -0.819 2.2 1.3 -0.5
H -3.611 0.360 -1.366 0.1 -0.2 -0.3
C -0.319 -0.614 0.723 -0.1 0.0 0.8
C 0.148 0.606 -0.051 -0.3 0.2 -0.2
C 1.485 0.271 -0.701 0.6 0.8 -0.7
O -0.824 1.090 -0.962 -1.4 -1.4 0.2
H -0.507 -1.497 0.105 0.1 0.2 -0.2
H -1.221 -0.421 1.316 0.0 0.1 -0.2
H 0.448 -0.908 1.446 0.0 -0.1 -0.1
H 0.294 1.461 0.628 0.4 -0.4 0.3
H 1.762 1.048 -1.421 0.0 0.1 0.2
H 1.558 -0.658 -1.272 -0.5 -0.3 0.4
H 2.296 0.262 0.031 -0.1 -0.2 0.1
O -1.397 -3.367 3.402 0.2 0.2 0.1
H -1.765 -2.498 3.188 -0.2 0.0 0.1
H -1.436 -3.856 2.574 0.1 0.0 0.0
O -3.662 -2.058 2.057 -0.1 0.1 -0.2
H -3.949 -1.232 1.653 0.0 0.0 0.0
H -4.477 -2.509 2.301 0.1 0.0 0.0
O 3.410 2.691 1.989 -0.1 0.0 0.0
H 3.415 1.772 1.705 0.0 0.0 0.0
H 3.428 3.197 1.171 0.0 0.0 0.0
O 1.076 0.912 -4.753 -0.1 0.1 0.2
H 1.218 1.361 -3.910 0.2 0.2 -0.1
H 1.912 0.457 -4.922 -0.1 -0.1 0.1
O -2.170 3.824 -2.276 -0.5 0.3 -0.1
H -1.750 3.602 -3.116 0.0 -0.2 0.1
H -1.480 3.698 -1.624 0.0 -0.1 0.0
O -3.275 2.422 0.109 -0.3 -0.9 0.1
H -2.497 1.935 -0.222 0.4 0.6 0.0
H -3.881 2.481 -0.638 0.2 0.5 -0.1
O 1.314 -2.099 3.848 -0.1 0.2 0.1
H 0.396 -2.412 3.928 -0.1 -0.1 0.0
H 1.233 -1.147 3.733 0.0 0.0 0.1
O 0.648 3.161 -2.300 0.3 -0.1 -0.1
H 0.243 2.376 -1.887 -0.3 0.0 0.2
H 0.534 3.869 -1.659 0.2 0.0 0.0
O 4.365 -1.685 0.499 0.1 0.1 0.0
H 3.969 -1.234 1.250 0.0 -0.1 0.0
H 4.534 -2.577 0.820 -0.1 0.0 0.0
O -1.721 1.276 -3.653 -0.2 -0.2 0.1
H -0.853 1.171 -4.069 -0.1 -0.2 -0.1
H -1.533 1.283 -2.698 0.4 0.1 -0.2
O 3.234 -0.879 -3.763 0.0 0.1 0.0
H 4.088 -0.620 -3.401 0.0 -0.1 0.0
H 2.652 -0.928 -2.997 0.0 -0.1 0.0
O 1.896 -3.985 1.960 0.1 0.1 0.1
H 1.774 -3.277 2.627 0.0 -0.2 -0.2
H 2.399 -4.667 2.414 -0.1 0.0 0.0
O -1.633 -0.447 4.031 0.0 0.1 -0.1
H -1.721 0.293 3.420 0.0 0.0 0.0
H -2.302 -0.284 4.704 0.0 -0.1 0.0



57
Properties=species:S:1:pos:R:3:forces:R:3 method="wB97M-V/def2-TZVPD" total_charge=+1 e_tot_ha=-1354.987425
Be 1.056 -3.093 -0.166 -0.6 2.0 0.4
C 0.005 0.275 0.017 0.4 -0.2 -0.5
C 0.825 -0.635 0.924 -3.5 -1.5 0.7
C 0.562 -0.421 2.429 1.4 0.9 -0.8
O 0.456 -1.964 0.638 0.5 -1.2 -0.1
H -0.095 -0.079 -1.033 -0.2 -0.3 1.2
H 0.575 1.174 -0.095 -0.1 1.1 0.1
H -0.976 0.460 0.440 -0.1 0.1 0.0
H 1.834 -0.491 0.782 2.6 0.3 -0.6
H 1.178 -1.089 3.023 -0.2 -0.4 0.0
H -0.448 -0.392 2.750 -1.1 -0.5 0.0
H 0.918 0.565 2.686 0.3 0.6 0.2
O 0.291 3.460 -1.839 -1.0 0.9 -1.3
H 1.168 3.170 -1.646 1.4 -0.6 0.9
H 0.373 3.916 -2.695 -0.2 -0.1 0.3
O 0.141 -3.549 -1.538 0.0 0.7 -2.5
H -0.013 -2.991 -2.367 0.7 -0.5 1.7
H -0.710 -3.955 -1.406 -0.6 -0.3 0.5
O 1.057 -4.500 0.700 -0.2 -0.9 0.3
H 0.199 -4.775 1.102 1.2 0.0 -0.2
H 1.675 -5.241 0.542 -0.8 0.3 0.2
O -2.053 3.192 -0.640 -2.0 0.4 0.0
H -1.222 3.359 -1.076 0.8 0.6 -0.6
H -2.777 3.764 -0.983 1.1 -0.4 0.3
O -0.253 1.088 -3.277 1.2 0.0 0.5
H -1.131 1.334 -3.494 -1.5 -0.1 -0.6
H -0.060 1.750 -2.596 0.1 0.0 0.0
O -3.238 -0.180 3.261 0.3 0.2 0.0
H -2.802 0.430 3.878 -0.1 -0.4 -0.3
H -2.750 -1.021 3.286 -0.5 0.4 0.4
O 3.961 0.448 -1.211 -0.3 -0.8 0.3
H 3.335 0.982 -0.705 0.0 0.2 0.3
H 4.260 1.075 -1.855 0.6 0.4 -0.7
O 1.772 -0.778 -2.484 -0.4 0.5 0.0
H 1.057 -0.115 -2.391 0.1 -0.7 -0.7
H 2.535 -0.272 -2.162 0.4 -0.3 0.1
O -1.911 2.681 1.946 -0.8 0.1 1.0
H -1.866 2.722 1.003 0.7 -0.1 -1.6
H -2.819 3.024 1.962 0.2 -0.1 1.1
O 2.473 2.601 -0.436 0.0 1.2 0.2
H 1.958 2.860 0.382 0.0 -0.2 -0.3
H 2.954 3.427 -0.647 0.0 -0.6 0.2
O -2.107 -2.665 2.871 0.3 -1.9 -0.6
H -1.983 -3.558 2.464 -0.6 0.9 1.0
H -1.709 -2.157 2.172 0.6 0.8 -0.6
O 0.988 3.131 1.801 0.2 0.9 -0.9
H 1.388 2.400 2.228 0.8 -1.1 1.0
H 0.065 2.873 1.771 -0.8 0.2 0.1
O -2.220 -2.328 -0.532 -0.7 -0.7 -0.9
H -2.897 -1.728 -0.188 0.1 -0.2 0.0
H -2.650 -2.712 -1.332 0.2 0.6 0.8
O -3.022 0.785 -1.283 -1.3 -2.9 -0.9
H -2.667 1.612 -1.104 1.2 2.7 0.5
H -3.150 0.405 -0.418 -0.2 -0.1 0.4
O 2.511 -2.850 -0.927 1.8 -0.6 0.9
H 3.430 -2.619 -0.655 -1.2 -0.1 0.2
H 2.528 -2.805 -1.877 -0.3 0.4 -0.9



The evaluated frontier orbital gap for the records listed, in turn: 8.182; 8.919; 10.886; 7.933; 9.056; 8.637 eV.
The evaluated energy relative to the best compared isomer or geometry (same formula, charge and spin) for the records listed, in turn: 50.3; 12.1; 0.0; 89.6; 53.1; 0.0 kcal per mole.
The evaluated highest occupied orbital energy for the records listed, in turn: -8.27; -6.18; -13.39; -8.33; -9.69; -11.90 eV.